Density functional theory data (the ωB97M-V functional and the def2-TZVPD basis) for C31H49AlClO2P2 as an isolated structure in a non-equilibrium geometry.

Last column: Löwdin charge in e.
CARTESIAN COORDINATES (ANGSTROEM)
Al (0.194, -0.006, 0.754)  0.3304
C (-1.977, 1.760, -0.076)  -0.2327
C (-2.438, 0.855, -1.045)  -0.2195
C (-1.949, -0.406, 0.838)  -0.3283
C (-1.679, 1.024, 1.132)  -0.3290
C (-2.479, -0.448, -0.500)  -0.2075
C (-2.067, 3.233, -0.184)  -0.0380
H (-1.771, 3.576, -1.186)  0.0768
H (-1.437, 3.737, 0.561)  0.0674
H (-3.103, 3.575, -0.026)  0.1065
C (-1.855, 1.627, 2.484)  -0.0281
H (-1.534, 2.676, 2.502)  0.0726
H (-1.277, 1.081, 3.236)  0.0607
H (-2.916, 1.582, 2.780)  0.1094
C (-2.304, -1.424, 1.872)  -0.0325
H (-3.386, -1.393, 2.086)  0.1079
H (-1.769, -1.236, 2.808)  0.0787
H (-2.054, -2.442, 1.540)  0.0703
C (-3.223, -1.577, -1.095)  -0.0337
H (-4.310, -1.417, -0.996)  0.1094
H (-2.993, -2.525, -0.596)  0.0637
H (-3.004, -1.681, -2.168)  0.0664
C (-2.992, 1.262, -2.355)  -0.0243
H (-3.989, 1.718, -2.253)  0.1059
H (-3.081, 0.407, -3.028)  0.0535
H (-2.344, 2.002, -2.836)  0.0631
C (1.436, 0.605, -3.080)  -0.1306
C (0.382, 1.415, -3.252)  -0.1165
C (-0.246, 1.674, -4.587)  -0.1685
C (-1.154, 0.560, -5.199)  -0.1710
C (-1.214, -0.748, -4.463)  -0.1138
C (-0.150, -1.548, -4.307)  -0.1199
C (1.194, -1.254, -4.908)  -0.1750
C (2.059, -0.157, -4.213)  -0.1818
H (0.534, 1.904, -5.334)  0.1169
H (-0.814, 0.407, -6.240)  0.1181
H (-0.869, 2.579, -4.493)  0.1066
H (2.376, 0.543, -5.007)  0.1177
H (1.953, 0.548, -2.115)  0.0636
H (-0.022, 1.995, -2.415)  0.0798
H (2.970, -0.647, -3.834)  0.1004
H (1.775, -2.193, -4.890)  0.1085
H (-0.245, -2.529, -3.832)  0.0874
H (1.092, -0.970, -5.970)  0.1165
H (-2.182, 0.959, -5.263)  0.1066
H (-2.214, -1.069, -4.152)  0.0885
P (1.702, 1.964, 0.581)  0.8564
C (1.554, 2.981, 2.097)  -0.2043
H (2.439, 3.630, 2.159)  0.0660
H (1.511, 2.346, 2.991)  0.0444
H (0.644, 3.593, 2.052)  0.0500
C (3.466, 1.486, 0.627)  -0.2327
H (4.050, 2.352, 0.972)  0.0624
H (3.795, 1.196, -0.381)  0.0502
H (3.594, 0.643, 1.318)  0.0348
C (1.704, 3.263, -0.699)  -0.2255
H (1.989, 2.842, -1.671)  0.0337
H (2.414, 4.053, -0.413)  0.0713
H (0.702, 3.701, -0.796)  0.0411
P (0.886, -2.256, -0.021)  0.8727
C (-0.281, -3.249, -1.001)  -0.2266
H (0.242, -4.124, -1.410)  0.0731
H (-0.659, -2.641, -1.835)  0.0239
H (-1.126, -3.592, -0.394)  0.0470
C (2.330, -2.280, -1.128)  -0.2293
H (2.002, -2.159, -2.170)  0.0370
H (2.850, -3.241, -1.007)  0.0676
H (3.017, -1.463, -0.878)  0.0440
C (1.366, -3.411, 1.324)  -0.2156
H (1.644, -4.384, 0.887)  0.0675
H (0.519, -3.550, 2.013)  0.0603
H (2.207, -2.986, 1.891)  0.0431
Cl (-0.413, -1.364, 8.942)  0.7033
C (0.202, -1.124, 7.356)  -0.6706
C (0.744, -2.204, 6.641)  -0.0796
C (1.238, -2.000, 5.351)  -0.0072
C (1.097, -0.744, 4.752)  -0.1386
C (0.567, 0.338, 5.465)  -0.0171
C (0.132, 0.151, 6.777)  -0.0833
C (1.410, -0.613, 3.296)  -0.5129
O (2.512, -0.866, 2.802)  0.0369
O (0.366, -0.215, 2.582)  -0.1024
H (0.764, -3.187, 7.107)  0.1107
H (1.693, -2.817, 4.792)  0.1209
H (0.492, 1.316, 4.987)  0.1120
H (-0.287, 0.981, 7.348)  0.1128

Output
Relative energy (zero: lowest compared OMol25 entry of this formula, charge and spin) ... 0.0 kJ/mol
LUMO energy ... -2.65 eV
E_tot ... -74730.9721 eV
Net charge ... +1
HOMO-LUMO gap ... 7.53 eV
HOMO ... -0.37410 hartree

***

Density functional theory data (the ωB97M-V functional and the def2-TZVPD basis) for C31H49BN2O2P2PtS as an isolated structure in a non-equilibrium geometry.

Last column: Löwdin charge in e.
CARTESIAN COORDINATES (ANGSTROEM)
Pt (-0.650, 0.771, 0.477)  0.5532
C (-1.815, -2.681, 3.841)  -0.0869
C (-1.838, -1.679, 2.686)  -0.6825
C (-3.169, -0.908, 2.691)  -0.1068
C (-1.747, -2.435, 1.356)  -0.1083
P (-0.466, -0.385, 2.684)  1.0775
C (1.111, -1.334, 2.322)  -0.2431
N (1.946, -0.421, 1.580)  -0.0276
B (1.335, 0.475, 0.644)  -0.6926
N (2.301, 1.501, 0.410)  -0.0226
C (2.051, 2.686, -0.343)  -0.2624
P (0.208, 2.767, -0.691)  1.0442
C (-0.259, 4.359, 0.196)  -0.6675
C (0.613, 5.572, -0.141)  -0.0815
C (-1.730, 4.687, -0.088)  -0.1027
C (-0.104, 4.022, 1.688)  -0.1118
C (0.182, 2.890, -2.553)  -0.6872
C (0.851, 4.153, -3.097)  -0.0819
C (0.911, 1.630, -3.051)  -0.0934
C (-1.278, 2.811, -3.018)  -0.1157
C (3.428, 1.261, 1.195)  -0.1613
C (4.584, 1.999, 1.376)  -0.0165
C (5.530, 1.531, 2.289)  -0.1034
C (5.327, 0.346, 2.984)  -0.1033
C (4.161, -0.401, 2.804)  -0.0263
C (3.205, 0.073, 1.927)  -0.1885
C (-0.113, 0.278, 4.395)  -0.6646
C (0.909, 1.409, 4.174)  -0.0732
C (0.465, -0.732, 5.384)  -0.0729
C (-1.402, 0.898, 4.954)  -0.0893
H (-2.609, -3.416, 3.686)  0.0901
H (-2.005, -2.200, 4.801)  0.0666
H (-0.866, -3.220, 3.895)  0.0832
H (-3.995, -1.604, 2.518)  0.0977
H (-3.183, -0.163, 1.897)  0.0054
H (-3.352, -0.402, 3.638)  0.0686
H (-2.670, -3.002, 1.209)  0.0916
H (-0.914, -3.139, 1.331)  0.0717
H (-1.638, -1.744, 0.515)  0.0468
H (0.832, -2.191, 1.712)  0.0812
H (1.625, -1.695, 3.210)  0.0832
H (2.613, 2.696, -1.279)  0.0903
H (2.356, 3.564, 0.229)  0.0790
H (0.414, 5.949, -1.140)  0.0623
H (1.682, 5.368, -0.060)  0.0696
H (0.379, 6.371, 0.568)  0.0934
H (-1.854, 5.132, -1.077)  0.0727
H (-2.088, 5.411, 0.650)  0.0883
H (-2.361, 3.798, -0.025)  0.0044
H (0.946, 3.938, 1.980)  0.0824
H (-0.602, 3.083, 1.930)  0.0345
H (-0.560, 4.817, 2.286)  0.0932
H (1.793, 4.378, -2.593)  0.0750
H (0.194, 5.016, -3.003)  0.0718
H (1.068, 4.011, -4.160)  0.0912
H (1.994, 1.763, -3.072)  0.0787
H (0.584, 1.407, -4.068)  0.0894
H (0.682, 0.764, -2.425)  0.0664
H (-1.867, 3.664, -2.682)  0.0654
H (-1.760, 1.909, -2.641)  0.0165
H (-1.305, 2.786, -4.112)  0.0897
H (4.749, 2.919, 0.828)  0.1063
H (6.432, 2.105, 2.461)  0.0968
H (6.083, -0.006, 3.673)  0.0971
H (4.012, -1.326, 3.350)  0.1074
H (1.893, 1.022, 3.899)  0.0765
H (1.023, 1.981, 5.100)  0.0960
H (0.583, 2.093, 3.389)  0.0498
H (1.497, -0.992, 5.143)  0.0725
H (-0.115, -1.648, 5.452)  0.0588
H (0.472, -0.266, 6.374)  0.0960
H (-1.912, 1.507, 4.204)  0.0843
H (-1.151, 1.545, 5.800)  0.0874
H (-2.095, 0.136, 5.312)  0.0714
O (-8.880, -1.845, -0.039)  0.1085
C (-8.333, -1.005, 0.873)  -0.4853
O (-8.974, -0.680, 1.833)  0.1150
C (-6.946, -0.525, 0.597)  -0.1515
C (-6.523, 0.637, 1.238)  -0.0101
C (-5.265, 1.156, 0.995)  -0.1095
C (-4.382, 0.522, 0.109)  -0.6886
S (-2.864, 1.301, -0.334)  0.5393
C (-4.792, -0.671, -0.487)  -0.1115
C (-6.062, -1.178, -0.255)  -0.0358
H (-8.286, -1.960, -0.789)  0.0883
H (-7.207, 1.128, 1.919)  0.1211
H (-4.944, 2.072, 1.477)  0.1039
H (-4.108, -1.192, -1.145)  0.1029
H (-6.334, -2.115, -0.732)  0.1113

Output
Relative energy (zero: lowest compared OMol25 entry of this formula, charge and spin) ... 74.0 kJ/mol
LUMO energy ... 0.03 eV
E_tot ... -73358.3998 eV
HOMO-LUMO gap ... 7.47 eV
HOMO ... -0.27335 hartree

***

Density functional theory data (the ωB97M-V functional and the def2-TZVPD basis) for C31H49ClInP2 as an isolated structure in a non-equilibrium geometry.

Last column: Löwdin charge in e.
CARTESIAN COORDINATES (ANGSTROEM)
In (0.024, -0.195, -0.552)  0.7331
C (-0.704, -2.203, 0.997)  -0.3384
C (0.669, -2.323, 0.556)  -0.3613
C (0.592, -0.799, 2.297)  -0.2754
C (-0.733, -1.260, 2.064)  -0.2832
C (1.468, -1.461, 1.396)  -0.3152
C (-1.830, -3.066, 0.566)  -0.0502
H (-1.608, -3.584, -0.370)  0.0678
H (-2.752, -2.489, 0.433)  0.0768
H (-2.038, -3.842, 1.318)  0.0991
C (-1.910, -0.895, 2.884)  -0.0287
H (-2.827, -1.367, 2.511)  0.0804
H (-2.071, 0.194, 2.906)  0.0587
H (-1.758, -1.224, 3.925)  0.0982
C (0.970, 0.132, 3.386)  -0.0289
H (0.753, -0.323, 4.366)  0.0964
H (0.397, 1.072, 3.334)  0.0686
H (2.036, 0.380, 3.360)  0.0768
C (2.947, -1.424, 1.424)  -0.0486
H (3.335, -2.014, 2.268)  0.0983
H (3.329, -0.403, 1.548)  0.0721
H (3.384, -1.850, 0.516)  0.0721
C (1.197, -3.415, -0.298)  -0.0591
H (1.522, -4.260, 0.328)  0.1023
H (2.064, -3.099, -0.891)  0.0736
H (0.437, -3.809, -0.981)  0.0715
C (-2.040, 0.935, -6.639)  -0.1154
C (-1.934, -0.398, -6.751)  -0.1467
C (-1.088, -1.148, -7.735)  -0.1729
C (0.284, -0.510, -8.088)  -0.1870
C (1.033, 0.051, -6.917)  -0.1051
C (0.985, 1.319, -6.484)  -0.1518
C (0.048, 2.403, -6.935)  -0.1763
C (-1.328, 1.940, -7.492)  -0.1805
H (-1.655, -1.285, -8.673)  0.1261
H (0.153, 0.238, -8.880)  0.1059
H (-0.901, -2.163, -7.340)  0.1137
H (-1.211, 1.591, -8.526)  0.1071
H (-2.776, 1.358, -5.938)  0.1007
H (-2.621, -1.035, -6.176)  0.1031
H (-1.962, 2.841, -7.534)  0.1170
H (-0.136, 3.075, -6.076)  0.1008
H (1.757, 1.663, -5.779)  0.0976
H (0.542, 3.023, -7.705)  0.1253
H (0.897, -1.320, -8.515)  0.1162
H (1.720, -0.661, -6.434)  0.1108
P (-1.297, 0.287, -2.643)  0.7727
P (1.591, 1.606, -1.528)  0.7566
C (-0.354, 1.543, -3.620)  -0.3807
C (0.685, 2.433, -2.905)  -0.3644
H (-1.106, 2.184, -4.108)  0.0859
H (0.144, 0.972, -4.419)  0.0498
H (1.453, 2.759, -3.627)  0.0848
H (0.221, 3.345, -2.490)  0.0899
C (2.360, 2.887, -0.504)  -0.2276
H (3.038, 2.407, 0.215)  0.0577
H (1.585, 3.446, 0.038)  0.0522
H (2.937, 3.578, -1.132)  0.0650
C (2.985, 0.744, -2.326)  -0.2403
H (3.487, 1.416, -3.036)  0.0581
H (2.638, -0.157, -2.849)  0.0484
H (3.696, 0.459, -1.539)  0.0539
C (-3.007, 0.874, -2.616)  -0.2255
H (-3.613, 0.224, -1.974)  0.0600
H (-3.438, 0.874, -3.625)  0.0506
H (-3.033, 1.892, -2.210)  0.0510
C (-1.273, -1.244, -3.633)  -0.2332
H (-0.286, -1.724, -3.569)  0.0544
H (-1.491, -1.047, -4.688)  0.0013
H (-2.040, -1.929, -3.242)  0.0660
Cl (-2.530, 5.342, -0.502)  0.7074
C (-2.477, 4.892, 1.143)  -0.6318
C (-2.905, 5.780, 2.114)  -0.1041
C (-2.844, 5.443, 3.481)  -0.0619
C (-2.332, 4.198, 3.858)  -0.0794
C (-1.948, 3.271, 2.902)  -0.0322
C (-2.021, 3.562, 1.497)  -0.3111
C (-1.693, 2.584, 0.554)  0.0088
H (-3.289, 6.751, 1.813)  0.1074
H (-3.182, 6.163, 4.228)  0.1118
H (-2.229, 3.940, 4.917)  0.1132
H (-1.550, 2.297, 3.197)  0.0850
H (-1.119, 2.832, -0.354)  0.0248
H (-1.914, 1.535, 0.780)  0.0300

Output
Relative energy (zero: lowest compared OMol25 entry of this formula, charge and spin) ... 0.0 kJ/mol
LUMO energy (spin up / spin down) ... -3.02 / -3.20 eV
E_tot ... -69206.4720 eV
Net charge ... +1
HOMO-LUMO gap (spin up / spin down) ... 6.54 / 5.35 eV
HOMO (spin up / spin down) ... -0.35103 / -0.31445 hartree